(1)
Molecular formula: C30H48F15IO10P2
Method: DFT, ωB97M-V with the def2-TZVPD basis set

Its charge is 0. As for the gap between HOMO and LUMO: 8.466 eV. The calculation puts the HOMO energy at -8.258 eV.

```
106
Properties=species:S:1:pos:R:3:lowdin_charge:R:1
C -4.51 1.16 3.27 -0.106
C -3.35 1.85 3.99 -0.246
C -1.96 1.57 3.38 -0.253
C -1.35 2.77 2.63 -0.569
C -2.23 3.25 1.47 -0.108
P 0.37 2.27 2.14 0.819
C 0.02 1.26 0.61 -0.438
C 1.14 0.27 0.29 -0.390
C 0.81 -0.59 -0.92 -0.648
I -0.64 -2.09 -0.47 0.788
P 1.30 4.10 1.47 0.678
C 2.95 3.47 0.95 -0.383
C 0.53 4.65 -0.12 -0.336
H -5.34 0.98 3.95 0.066
H -4.90 1.76 2.44 0.059
H -4.19 0.21 2.84 0.069
H -3.35 1.53 5.03 0.100
H -3.51 2.93 3.99 0.106
H -2.04 0.74 2.67 0.095
H -1.26 1.25 4.15 0.082
H -1.24 3.59 3.33 0.088
H -3.28 3.02 1.63 0.061
H -1.95 2.81 0.51 0.032
H -2.16 4.33 1.37 0.083
H -0.94 0.76 0.73 0.047
H -0.10 1.93 -0.25 0.055
H 1.38 -0.35 1.15 0.093
H 2.03 0.84 0.04 0.078
H 1.68 -1.07 -1.35 0.034
H 0.34 0.03 -1.69 0.043
H 3.39 2.93 1.78 0.028
H 3.57 4.32 0.69 0.029
H 2.91 2.81 0.08 -0.006
H -0.24 3.96 -0.47 -0.015
H 1.30 4.70 -0.89 0.031
H 0.12 5.65 0.00 0.022
C 0.51 2.33 10.50 -0.060
C 1.64 3.05 9.81 -0.194
O 1.76 2.65 8.43 0.033
C 0.92 3.22 7.59 -0.401
O 0.08 4.04 7.84 0.171
C 1.19 2.71 6.16 -0.558
F 1.33 1.38 6.14 0.166
F 2.32 3.25 5.69 0.166
F 0.19 3.04 5.35 0.148
H 0.63 1.25 10.41 0.084
H 0.49 2.59 11.56 0.083
H -0.46 2.59 10.07 0.078
H 2.60 2.80 10.26 0.125
H 1.52 4.13 9.86 0.125
C 0.80 -3.38 -3.92 -0.072
C 1.80 -4.38 -3.38 -0.188
O 1.33 -5.74 -3.55 0.035
C 1.52 -6.27 -4.75 -0.405
O 2.04 -5.76 -5.70 0.175
C 1.00 -7.72 -4.75 -0.549
F -0.21 -7.79 -4.17 0.155
F 1.83 -8.50 -4.06 0.170
F 0.90 -8.18 -5.98 0.183
H -0.18 -3.54 -3.47 0.055
H 1.13 -2.37 -3.71 0.068
H 0.69 -3.48 -5.00 0.081
H 1.91 -4.26 -2.30 0.118
H 2.78 -4.27 -3.84 0.127
C -1.90 7.18 -4.25 -0.058
C -2.65 6.04 -4.89 -0.191
O -2.63 4.86 -4.05 0.032
C -3.51 4.84 -3.06 -0.402
O -4.32 5.67 -2.79 0.175
C -3.37 3.51 -2.29 -0.548
F -2.08 3.23 -2.04 0.153
F -3.88 2.51 -3.00 0.175
F -4.01 3.58 -1.13 0.178
H -0.88 6.88 -4.01 0.083
H -1.86 8.03 -4.93 0.083
H -2.38 7.50 -3.32 0.079
H -2.18 5.73 -5.82 0.125
H -3.69 6.31 -5.11 0.126
C -2.75 -9.28 -2.64 -0.058
C -1.57 -9.39 -1.70 -0.190
O -1.91 -8.93 -0.38 0.037
C -2.55 -9.80 0.39 -0.406
O -2.88 -10.91 0.11 0.171
C -2.81 -9.16 1.77 -0.558
F -3.27 -7.92 1.66 0.169
F -1.67 -9.12 2.47 0.168
F -3.69 -9.88 2.46 0.177
H -3.13 -8.26 -2.66 0.086
H -2.45 -9.56 -3.65 0.080
H -3.56 -9.94 -2.33 0.079
H -0.76 -8.75 -2.02 0.107
H -1.19 -10.41 -1.65 0.129
C 5.11 2.09 -1.87 -0.059
C 5.74 1.07 -2.80 -0.188
O 4.79 0.60 -3.77 0.030
C 4.58 1.38 -4.82 -0.403
O 5.10 2.43 -5.06 0.175
C 3.55 0.71 -5.76 -0.558
F 2.51 0.23 -5.07 0.161
F 4.13 -0.31 -6.41 0.173
F 3.10 1.58 -6.65 0.181
H 4.22 1.67 -1.41 0.060
H 5.81 2.37 -1.09 0.089
H 4.82 2.99 -2.41 0.083
H 6.05 0.18 -2.26 0.126
H 6.61 1.48 -3.31 0.127
```

***

(2)
Molecular formula: C30H48N3O10PS2
Method: DFT, ωB97M-V with the def2-TZVPD basis set

Its charge is 0. As for the gap between HOMO and LUMO: 7.443 eV. The calculation puts the HOMO energy at -8.833 eV.

```
94
Properties=species:S:1:pos:R:3:lowdin_charge:R:1
C 7.11 -2.19 3.37 -0.087
C 7.73 -0.72 3.24 -0.230
O 8.59 -0.53 2.08 -0.057
C 7.97 -0.97 0.88 -0.377
O 8.59 -1.70 0.06 0.066
C 6.45 -0.62 0.52 -0.114
C 6.30 0.74 -0.37 -0.125
C 4.93 0.57 -1.18 -0.159
N 4.24 1.86 -1.54 0.002
C 2.89 1.34 -1.88 -0.306
O 2.47 0.87 -2.96 0.079
C 1.97 1.48 -0.59 0.019
C 0.63 0.83 -0.19 -0.063
C -0.01 -0.23 -1.19 -0.172
C -1.51 -0.68 -0.84 -0.227
C -1.62 -2.25 -1.24 -0.463
S -0.55 -3.36 -0.20 0.852
C -1.17 -3.47 1.53 -1.043
S -0.71 -4.81 2.44 0.636
N -2.04 -2.38 2.01 -0.248
C -1.51 -1.73 3.25 -0.256
C 0.09 -1.55 3.29 -0.117
C -3.41 -2.96 2.22 -0.227
C -4.43 -2.10 1.31 -0.075
C 0.04 1.25 1.20 0.013
C 0.78 2.30 2.10 -0.012
C 2.14 2.96 1.67 -0.173
P 3.06 4.24 2.71 0.643
N 2.70 5.68 2.09 -0.191
O 2.48 4.28 4.33 -0.206
O 4.76 4.11 2.64 -0.188
C 2.72 2.50 0.32 -0.005
C 4.05 2.86 -0.47 -0.305
O 4.89 3.77 -0.32 0.094
H 6.26 -2.40 2.62 0.079
H 7.96 -2.96 3.31 0.097
H 6.63 -2.29 4.42 0.088
H 6.84 0.02 3.17 0.114
H 8.30 -0.48 4.20 0.131
H 6.07 -1.47 -0.16 0.134
H 5.74 -0.60 1.41 0.103
H 6.33 1.61 0.36 0.112
H 7.23 0.84 -1.05 0.138
H 5.19 0.04 -2.17 0.154
H 4.25 -0.13 -0.59 0.128
H 0.73 -1.08 -1.32 0.108
H -0.07 0.29 -2.22 0.119
H -1.82 -0.54 0.25 0.072
H -2.23 -0.09 -1.50 0.119
H -1.20 -2.31 -2.31 0.094
H -2.71 -2.60 -1.31 0.072
H -1.89 -2.25 4.21 0.118
H -1.96 -0.67 3.29 0.115
H 0.28 -0.51 3.77 0.070
H 0.58 -1.52 2.26 0.072
H 0.53 -2.31 4.01 0.071
H -3.44 -4.07 1.94 0.111
H -3.77 -2.84 3.30 0.125
H -4.17 -2.25 0.21 0.051
H -5.51 -2.44 1.50 0.056
H -4.27 -0.98 1.53 0.084
H -0.92 0.79 1.58 0.083
H 0.30 2.60 3.10 0.102
H 2.09 5.48 1.27 -0.023
H 2.24 3.37 4.64 0.060
H 5.02 3.35 3.22 0.069
C 0.60 1.97 -5.35 -0.075
C -0.47 2.25 -6.38 -0.231
O -1.21 3.43 -6.04 -0.005
C -0.84 4.68 -6.38 -0.527
C 0.56 4.92 -6.87 0.006
O -1.61 5.60 -6.21 0.099
H 1.34 2.77 -5.30 0.071
H 1.12 1.03 -5.58 0.083
H 0.16 1.88 -4.35 0.070
H -0.07 2.31 -7.39 0.114
H -1.19 1.43 -6.38 0.121
H 1.20 5.17 -6.02 0.099
H 0.54 5.76 -7.56 0.093
H 0.98 4.08 -7.41 0.069
C -9.58 -3.34 -0.90 -0.067
C -9.64 -3.93 0.50 -0.230
O -8.47 -3.58 1.25 -0.002
C -8.34 -2.43 1.96 -0.522
C -9.32 -1.32 1.72 0.011
O -7.41 -2.29 2.71 0.079
H -9.57 -2.25 -0.87 0.068
H -10.44 -3.67 -1.49 0.083
H -8.67 -3.66 -1.41 0.085
H -10.55 -3.66 1.03 0.114
H -9.63 -5.02 0.43 0.124
H -8.93 -0.66 0.95 0.099
H -9.44 -0.76 2.65 0.094
H -10.32 -1.66 1.45 0.071
```